[1]
ORCA calculation (ωB97M-V/def2-TZVPD) on a structure of composition C44H47N3NiO2P2S2.

XYZ file:
```
101
Properties=species:S:1:pos:R:3:forces:R:3:mulliken_spin:R:1
Ni 0.347934 1.917221 -0.706370 -0.2 -0.1 -1.0 1.66
S -0.339433 0.949017 3.186177 -0.3 0.3 0.4 0.00
P 0.752387 -0.192185 2.031669 -0.4 -0.2 -1.0 0.00
C 0.716721 0.176204 0.320510 2.2 -0.6 0.5 0.06
P 2.064377 -0.239582 -0.689081 -1.1 -0.5 0.9 0.01
S 2.013428 0.863941 -2.336580 0.0 0.7 -0.6 0.08
C 3.755739 -0.227986 0.006582 -0.2 0.1 0.0 0.00
C 4.254880 -1.377303 0.608211 -0.1 0.1 -0.1 0.00
C 5.507166 -1.374752 1.184614 0.3 -0.1 0.1 0.00
C 6.271096 -0.218015 1.161877 0.1 0.0 0.0 0.00
C 5.764151 0.938752 0.589896 0.2 0.1 0.0 0.00
C 4.501956 0.943951 0.025410 -0.1 -0.1 -0.2 0.00
C 2.128243 -1.924688 -1.446482 -0.1 0.2 -0.1 -0.02
C 1.077932 -2.824604 -1.398044 0.1 0.2 0.3 0.00
C 1.125416 -3.996977 -2.135523 -0.1 -0.2 -0.1 0.00
C 2.221122 -4.270952 -2.934799 -0.1 -0.1 -0.1 0.00
C 3.269301 -3.363798 -3.000140 0.2 -0.1 -0.1 0.00
C 3.217271 -2.197148 -2.269830 0.1 -0.1 0.0 0.00
C 2.366903 -0.275567 2.900131 -0.3 0.1 -0.1 0.00
C 3.126632 0.886788 2.799484 0.0 0.0 0.0 0.00
C 4.309976 1.004206 3.497476 0.1 0.1 0.1 0.00
C 4.741006 -0.031352 4.312956 0.0 0.0 0.2 0.00
C 3.962318 -1.167808 4.450533 0.2 -0.1 0.2 0.00
C 2.772763 -1.291172 3.754780 -0.2 0.0 -0.2 0.00
C 0.093921 -1.911890 2.135715 -0.1 0.0 -0.1 -0.02
C -1.279540 -2.030484 2.350772 0.1 0.1 0.2 0.01
C -1.912730 -3.252307 2.240741 -0.1 -0.2 0.0 0.00
C -1.183985 -4.385506 1.913116 0.0 -0.1 -0.1 0.00
C 0.182371 -4.280571 1.696342 0.0 -0.4 0.0 0.00
C 0.816701 -3.056907 1.802083 0.0 0.3 0.2 0.01
H 3.650561 -2.275529 0.611402 0.1 -0.1 0.0 0.00
H 5.892417 -2.272749 1.652791 0.0 0.0 0.0 0.00
H 7.260209 -0.219382 1.602813 0.0 0.0 0.0 0.00
H 6.359409 1.843005 0.590079 0.0 0.1 0.0 0.00
H 4.074706 1.844296 -0.399935 0.0 0.1 0.0 0.00
H 0.233316 -2.602223 -0.761301 -0.1 0.1 0.0 0.00
H 0.303828 -4.700274 -2.090301 -0.1 0.0 0.0 0.00
H 2.260826 -5.179862 -3.521344 0.0 -0.1 0.0 0.00
H 4.128626 -3.568187 -3.625780 0.0 0.0 -0.1 0.00
H 4.020772 -1.476111 -2.341183 0.0 0.0 0.0 0.01
H 2.761841 1.691201 2.169343 0.1 0.0 0.0 0.00
H 4.907275 1.900317 3.405481 0.0 0.1 0.0 0.00
H 5.679228 0.051476 4.849584 0.0 0.0 0.0 0.00
H 4.287690 -1.964042 5.110331 0.0 0.0 0.0 0.00
H 2.156687 -2.171408 3.890080 0.0 0.0 0.0 0.00
H -1.835271 -1.137819 2.612506 0.0 0.0 0.0 0.00
H -2.982165 -3.326983 2.400185 0.0 0.0 0.0 0.00
H -1.678223 -5.344439 1.816910 0.0 0.0 0.0 0.00
H 0.752915 -5.161136 1.422725 0.0 0.0 0.0 0.00
H 1.881368 -2.988765 1.615956 0.0 0.0 0.0 0.00
N 0.055994 3.529398 -2.221973 0.0 0.0 -0.1 0.06
N 0.777117 4.702358 -1.896192 0.2 0.1 -0.1 0.00
C 1.866651 4.548773 -0.939407 -0.5 0.4 -0.7 0.00
O 2.653596 5.491398 -0.908012 0.4 0.4 -0.1 0.00
O 1.844292 3.513285 -0.252063 -0.2 -1.2 0.7 0.03
H 0.423319 3.045908 -3.045835 -0.1 0.2 0.2 0.00
H -0.928728 3.750254 -2.359567 0.2 -0.2 0.2 -0.01
H 1.074731 5.259766 -2.694479 -0.1 -0.2 0.3 0.00
C -0.668426 4.743047 2.441488 0.0 -0.1 0.0 0.00
C -1.712269 3.878084 1.798269 0.1 0.2 -0.3 0.01
C -3.039964 3.885597 2.227045 -0.2 0.0 0.2 0.00
C -3.956422 3.027835 1.636308 0.0 0.1 0.1 0.00
C -5.394628 3.017051 2.092718 0.1 0.0 0.0 0.00
C -3.578994 2.176563 0.610634 -0.2 -0.1 0.1 0.01
C -2.255625 2.160335 0.117253 0.1 0.0 -0.5 0.02
C -1.360025 3.050348 0.764513 0.0 0.0 -0.1 0.09
N -1.730095 1.472698 -0.919091 0.6 0.1 0.1 0.07
C -2.418160 0.395088 -1.590244 0.0 0.4 -0.1 -0.03
C -3.596433 0.934510 -2.432867 0.0 -0.3 0.0 0.00
C -4.256153 -0.198120 -3.216356 -0.4 0.1 -0.2 0.00
C -4.772700 -1.251130 -2.236641 0.0 0.0 0.0 0.00
C -3.600233 -1.826978 -1.441822 -0.1 -0.3 0.2 0.00
C -2.599518 -2.460651 -2.402363 0.0 0.0 0.0 0.00
C -2.080532 -1.389358 -3.358736 0.2 -0.1 -0.2 0.00
C -3.249041 -0.837242 -4.172301 0.0 -0.1 0.1 0.00
C -1.433512 -0.247839 -2.580772 0.0 -0.1 0.3 0.00
C -2.903894 -0.723402 -0.649280 0.1 0.0 -0.1 0.00
H -1.116734 5.565713 2.999952 0.0 0.1 0.0 0.00
H 0.015492 5.140260 1.692575 0.1 0.1 0.0 0.00
H -0.080250 4.136632 3.130733 0.1 0.0 0.1 0.00
H -3.349147 4.541593 3.031965 0.0 0.1 0.1 0.00
H -5.588100 3.824935 2.798043 0.0 0.0 0.0 0.00
H -5.637561 2.071002 2.580187 0.0 0.0 0.0 0.00
H -6.072920 3.132909 1.244197 0.0 0.0 0.0 0.00
H -4.341311 1.525668 0.205511 0.0 0.0 -0.1 0.00
H -0.308423 3.066282 0.435687 -0.4 0.7 0.8 -0.05
H -3.212386 1.695659 -3.116765 0.1 0.1 0.0 0.00
H -4.334913 1.418754 -1.795399 0.0 0.1 0.0 0.00
H -5.103104 0.205265 -3.793233 0.1 -0.1 0.0 0.00
H -5.288136 -2.052586 -2.779346 0.0 0.0 0.0 0.00
H -5.496270 -0.791676 -1.558282 -0.1 0.0 0.1 0.00
H -3.972285 -2.593644 -0.747951 0.0 0.0 0.0 0.00
H -3.071082 -3.269773 -2.972060 0.0 -0.1 0.0 0.00
H -1.772661 -2.889303 -1.835129 0.1 -0.1 0.0 0.00
H -1.333435 -1.835754 -4.027692 0.0 0.0 0.0 0.00
H -3.729562 -1.643131 -4.738404 0.0 0.0 -0.1 0.00
H -2.887955 -0.091369 -4.885665 0.0 0.0 -0.1 0.00
H -1.073327 0.522935 -3.266296 0.1 0.1 0.0 0.00
H -0.566572 -0.604568 -2.021172 0.0 0.0 0.0 0.00
H -2.030652 -1.123062 -0.129697 0.1 0.0 0.0 0.00
H -3.571091 -0.330227 0.115446 -0.1 0.0 0.1 0.00
```
Forces are in eV/Å.

M = 834.65 Da
Energy = -136251.646 eV
Strongest force on any atom = 2.3 eV Å⁻¹
Total charge = -2
Multiplicity = 3

=====

[2]
ORCA calculation (ωB97M-V/def2-TZVPD) on an isolated molecule of C5H11NO.

XYZ file:
```
18
Properties=species:S:1:pos:R:3:forces:R:3:nbo_charge:R:1
C -2.236794 -0.589994 -0.491425 -3.4 -2.6 -1.7 -0.62
C -1.267745 -0.363401 0.623336 2.2 -5.5 -4.4 -0.21
N -0.176945 0.406563 0.146466 2.9 -0.1 -0.3 -0.45
C -0.273828 1.819094 0.072275 -2.2 1.9 -4.8 -0.38
C 1.084309 -0.089657 -0.036327 1.9 -0.4 -1.2 0.69
C 1.319463 -1.614479 0.043890 3.6 2.4 -8.3 -0.69
O 2.080996 0.621034 -0.272039 -1.9 -0.9 0.5 -0.63
H -1.907853 -1.303581 -1.256580 1.0 0.7 -0.2 0.21
H -3.213995 -1.384829 -0.276786 2.1 3.0 0.3 0.21
H -2.508026 0.378844 -1.005071 -0.2 -1.3 0.7 0.22
H -1.719807 0.175224 1.248625 -3.5 4.0 5.7 0.18
H -1.001918 -1.377274 1.058606 0.1 1.5 -0.3 0.21
H -0.599598 2.252260 0.926884 -0.7 1.1 3.1 0.18
H 0.648845 2.357667 -0.283875 -1.0 -1.1 0.3 0.27
H -1.275474 2.211034 -0.699271 3.0 -1.3 1.8 0.15
H 1.219084 -1.890720 0.916129 -0.7 -2.6 9.2 0.20
H 2.445058 -1.845761 -0.261020 -2.4 0.9 0.7 0.24
H 0.751896 -2.356459 -0.487081 -0.8 0.4 -0.9 0.22
```
Forces are in eV/Å.

M = 101.15 Da
Energy = -8898.048 eV
Strongest force on any atom = 9.6 eV Å⁻¹

=====

[3]
ORCA calculation (ωB97M-V/def2-TZVPD) on the ion C7H9N4Se with charge +1.

XYZ file:
```
21
Properties=species:S:1:pos:R:3:forces:R:3:nbo_charge:R:1
C -3.528372 1.095619 0.149830 -3.1 3.6 0.2 -0.91
Se -2.961374 -0.642728 -0.163396 0.3 -0.9 -0.1 0.48
C -1.105187 -0.343488 0.083138 -1.8 -1.2 0.6 0.09
C -0.489461 0.824019 0.105264 3.5 0.6 -0.8 -0.36
C 0.948877 0.902939 -0.079146 -1.2 -0.6 0.6 0.39
N 1.598043 2.053971 -0.264340 -1.1 -2.5 0.3 -0.70
C 1.649988 -0.347855 -0.066188 -2.8 1.6 -0.5 -0.37
C 3.007376 -0.329741 -0.225770 1.0 0.2 0.6 0.23
N 4.093242 -0.000295 -0.115831 1.7 0.1 -0.4 -0.23
C 0.924699 -1.502024 0.037886 2.2 -2.8 0.1 0.52
N 1.637414 -2.702142 -0.086212 -2.4 -0.7 1.4 -0.79
N -0.403724 -1.504680 0.230068 2.0 2.1 -0.6 -0.52
H -3.209642 1.908224 -0.620594 -0.1 -1.6 1.5 0.26
H -4.705061 1.181119 0.078160 2.2 -0.8 -0.2 0.29
H -3.435525 1.388268 1.234409 0.6 -0.1 -1.2 0.26
H -0.900809 1.756618 0.005217 -1.8 1.8 -0.1 0.24
H 1.227568 2.959925 -0.236443 -0.7 1.1 0.1 0.43
H 2.553770 1.887585 -0.297479 2.3 0.7 -0.2 0.42
H 2.582293 -2.642547 -0.419298 0.2 -0.1 0.2 0.43
H 1.358269 -3.589493 0.445456 0.6 2.0 -1.3 0.43
H -0.842387 -2.353289 0.205275 -1.6 -2.5 -0.1 0.43
```
Forces are in eV/Å.

M = 228.14 Da
Energy = -78704.486 eV
Strongest force on any atom = 4.8 eV Å⁻¹
Total charge = +1

=====

[4]
ORCA calculation (ωB97M-V/def2-TZVPD) on an isolated molecule of C2H5ClN3OP3.

XYZ file:
```
15
Properties=species:S:1:pos:R:3:forces:R:3:nbo_charge:R:1
C 1.449344 -0.310298 0.043834 -1.3 0.0 1.0 -0.82
C 1.093436 -1.720752 0.184959 2.6 -0.7 1.9 0.37
N 0.402718 2.316675 0.253541 -0.5 1.1 -0.8 -1.35
N -1.539983 1.054390 -0.910300 -2.2 -0.8 -0.9 -1.34
N -1.193777 -1.677172 -0.488034 -0.4 -0.6 -2.0 -0.72
O 0.002267 -2.216100 -0.104428 -0.9 -2.0 0.4 -0.21
P -0.796630 2.531918 -0.710688 -0.1 -0.2 -0.3 1.35
P 0.762042 1.120663 1.292350 1.5 -1.4 1.3 0.84
P -1.586781 -0.286126 0.227140 0.7 1.1 1.9 1.10
Cl -3.604067 -0.412419 0.105530 -1.0 -0.4 0.0 -0.29
H 2.474824 -0.134112 0.113200 1.8 -0.1 0.0 0.25
H 1.137453 -0.146369 -0.964224 -0.5 0.9 -0.9 0.27
H 1.805026 -2.588131 0.581994 -1.3 2.1 -1.0 0.20
H -2.493554 0.894565 -1.379333 2.0 1.4 0.0 0.44
H 2.087675 1.573265 1.754456 -0.4 -0.3 -0.7 -0.09
```
Forces are in eV/Å.

M = 215.46 Da
Energy = -49057.844 eV
Strongest force on any atom = 3.3 eV Å⁻¹

=====

Question: What is the M in the second record?
Answer: 101.15 Da

=====

Question: What is the energy in the first record?
Answer: -136251.646 eV

=====

Question: Which of these has the lowest strongest force on any atom?
Answer: C44H47N3NiO2P2S2

=====

Question: Which of these has the highest energy?
Answer: C5H11NO